1.
C27H34BrMgN3O3S2Si | wB97M-V/def2-TZVPD

Last column: Löwdin charge in e.
Cartesian coordinates (Å):
1 Mg 0.228 -0.350 0.608  0.38
2 C 2.434 0.856 3.773  -0.07
3 C 1.062 1.439 3.604  -0.37
4 C 0.391 2.035 4.661  -0.08
5 C -0.912 2.490 4.432  -0.11
6 C -1.478 2.369 3.188  -0.05
7 C -0.725 1.774 2.127  -0.44
8 N 0.527 1.316 2.387  0.07
9 N -1.136 1.582 0.861  -0.07
10 Si -2.560 2.162 0.166  0.35
11 C -2.799 4.031 0.399  -0.19
12 C -2.550 1.921 -1.691  -0.16
13 C -4.128 1.328 0.800  -0.18
14 H 2.854 1.101 4.753  0.06
15 H 3.103 1.220 2.990  0.05
16 H 2.354 -0.230 3.664  0.03
17 H 0.853 2.103 5.639  0.08
18 H -1.482 2.928 5.246  0.09
19 H -2.495 2.695 3.002  0.07
20 H -1.930 4.567 0.000  0.02
21 H -2.915 4.325 1.447  0.00
22 H -3.688 4.367 -0.151  0.01
23 H -1.582 2.205 -2.119  0.03
24 H -3.335 2.530 -2.157  0.02
25 H -2.725 0.872 -1.960  0.03
26 H -4.419 1.678 1.797  0.01
27 H -3.925 0.251 0.869  0.02
28 H -4.973 1.480 0.119  0.01
29 C 1.597 -3.979 3.734  -0.18
30 C 1.224 -3.163 2.503  -0.83
31 S 0.163 -1.783 2.801  0.52
32 C 1.688 -3.546 1.296  -0.86
33 C 2.583 -4.777 1.200  -0.18
34 S 1.362 -2.701 -0.215  0.49
35 H 1.307 -3.440 4.635  0.03
36 H 2.676 -4.181 3.784  0.05
37 H 1.089 -4.956 3.747  0.06
38 H 2.087 -5.678 1.589  0.06
39 H 3.515 -4.660 1.775  0.05
40 H 2.850 -4.955 0.160  0.03
41 C 0.097 0.993 -6.235  -0.12
42 O -0.803 -0.077 -6.048  -0.10
43 C -0.965 -0.523 -4.758  -0.30
44 C -1.927 -1.533 -4.595  -0.05
45 C -2.136 -2.024 -3.324  -0.05
46 C -1.460 -1.545 -2.198  -0.11
47 C -1.801 -2.018 -0.849  -0.42
48 C -2.307 -3.418 -0.631  0.00
49 O -1.649 -1.316 0.146  -0.06
50 C -0.471 -0.511 -2.360  -0.37
51 O 0.218 -0.030 -1.408  -0.15
52 C -0.248 -0.037 -3.695  0.04
53 H 0.059 1.249 -7.293  0.08
54 H 1.121 0.713 -5.971  0.09
55 H -0.188 1.865 -5.640  0.09
56 H -2.478 -1.894 -5.454  0.09
57 H -2.885 -2.796 -3.195  0.09
58 H -2.757 -3.878 -1.508  0.05
59 H -2.990 -3.429 0.218  0.09
60 H -1.404 -3.976 -0.355  0.08
61 H 0.505 0.733 -3.800  0.10
62 Br 4.283 -1.102 1.223  0.78
63 C 3.677 0.324 0.134  -0.71
64 C 4.626 1.001 -0.631  -0.13
65 C 4.216 2.124 -1.318  -0.10
66 C 2.905 2.547 -1.189  -0.07
67 C 2.043 1.803 -0.404  -0.12
68 N 2.414 0.677 0.233  0.03
69 H 5.647 0.654 -0.658  0.08
70 H 4.918 2.676 -1.931  0.10
71 H 2.548 3.435 -1.695  0.10
72 H 1.001 2.090 -0.274  0.09

As for the LUMO energy: 4.3 eV. For the maximum force, the calculation gives 0.72 eV Å⁻¹. For the HOMO energy, the calculation gives 0.25 eV. The relative energy (zero: lowest compared OMol25 entry of this formula, charge and spin) comes out at 15.8 kcal/mol. The calculation puts the energy at -144205.2610 eV. Its net charge is -2.

2.
C27H34Cl4CrN2OPS | wB97M-V/def2-TZVPD

Last column: Mulliken spin population.
Cartesian coordinates (Å):
1 Cr 0.007 -0.299 0.293  0.90
2 Cl -0.425 1.548 -1.082  -0.01
3 C -1.474 1.077 -2.375  0.00
4 C -1.877 2.022 -3.303  0.00
5 C -2.633 1.625 -4.393  0.00
6 C -2.970 0.289 -4.542  0.00
7 C -2.596 -0.637 -3.587  0.00
8 Cl -2.996 -2.292 -3.812  0.00
9 C -1.847 -0.269 -2.454  -0.01
10 S -1.426 -1.438 -1.241  -0.01
11 H -1.580 3.052 -3.180  0.00
12 H -2.933 2.345 -5.138  0.00
13 H -3.514 -0.045 -5.410  0.00
14 Cl 0.899 -3.550 3.941  0.00
15 C -0.276 -2.295 3.863  0.02
16 C -1.050 -2.021 4.984  -0.01
17 C -1.992 -1.014 4.971  0.02
18 Cl -2.879 -0.660 6.413  0.00
19 C -2.224 -0.240 3.819  -0.01
20 C -3.173 0.796 3.695  0.03
21 C -3.260 1.462 2.492  -0.01
22 C -2.416 1.126 1.444  0.04
23 N -1.483 0.170 1.525  -0.04
24 C -1.413 -0.519 2.696  0.02
25 C -0.420 -1.538 2.691  -0.03
26 O 0.293 -1.646 1.621  -0.02
27 H -0.890 -2.597 5.881  0.00
28 H -3.804 1.048 4.531  0.00
29 H -3.982 2.251 2.345  0.00
30 H -2.496 1.647 0.501  0.00
31 C 3.073 0.501 2.865  -0.01
32 C 3.251 1.378 1.625  0.02
33 C 2.032 2.304 1.598  0.00
34 C 4.521 2.215 1.750  0.00
35 P 3.214 0.196 0.102  -0.05
36 N 1.729 -0.151 -0.188  0.11
37 C 4.245 -1.390 0.479  0.03
38 C 4.413 -2.117 -0.855  0.00
39 C 3.410 -2.309 1.374  -0.01
40 C 5.619 -1.129 1.086  0.00
41 C 3.887 1.093 -1.467  0.01
42 C 3.208 2.463 -1.526  0.00
43 C 5.397 1.274 -1.558  0.00
44 C 3.378 0.320 -2.688  0.00
45 H 2.837 1.128 3.726  0.00
46 H 3.972 -0.059 3.104  0.00
47 H 2.243 -0.193 2.711  0.01
48 H 2.032 2.898 2.510  0.00
49 H 1.112 1.706 1.574  0.01
50 H 2.018 2.990 0.758  0.00
51 H 4.513 2.731 2.710  0.00
52 H 4.579 2.970 0.972  0.00
53 H 5.415 1.602 1.716  0.00
54 H 3.450 -2.227 -1.350  0.00
55 H 4.820 -3.111 -0.674  0.00
56 H 5.109 -1.600 -1.508  0.00
57 H 2.352 -2.224 1.125  0.01
58 H 3.536 -2.104 2.433  0.00
59 H 3.708 -3.343 1.207  0.00
60 H 6.194 -0.451 0.463  0.00
61 H 6.164 -2.070 1.156  0.00
62 H 5.552 -0.709 2.086  0.00
63 H 3.571 3.139 -0.759  0.00
64 H 2.130 2.345 -1.438  0.00
65 H 3.424 2.919 -2.492  0.00
66 H 5.797 1.810 -0.701  0.00
67 H 5.623 1.858 -2.451  0.00
68 H 5.915 0.323 -1.649  0.00
69 H 2.371 -0.052 -2.497  0.00
70 H 4.018 -0.515 -2.953  0.00
71 H 3.343 0.990 -3.546  0.00

As for the expectation value of S²: 0.817. As for the LUMO energy (alpha / beta): -0.9 / -0.8 eV. For the maximum force, the calculation gives 2.91 eV Å⁻¹. For the HOMO energy (alpha / beta), the calculation gives -7.35 / -7.45 eV. The relative energy (zero: lowest compared OMol25 entry of this formula, charge and spin) comes out at 21.3 kcal/mol. As for the multiplicity: 2. The calculation puts the energy at -132214.8440 eV.

3.
C27H34ClN9O3 | wB97M-V/def2-TZVPD

Last column: Löwdin charge in e.
Cartesian coordinates (Å):
1 C 2.736 -1.846 0.055  0.09
2 C 2.875 -0.737 0.485  -0.15
3 C 2.926 0.737 0.511  -0.19
4 C 1.536 1.390 0.359  -0.17
5 C 0.582 0.659 -0.602  -0.13
6 C -0.648 0.085 0.068  -0.11
7 C -1.768 -0.205 -0.580  -0.54
8 Cl -2.097 -0.050 -2.249  0.78
9 C -2.762 -0.692 0.461  -0.45
10 O -3.935 -0.587 0.497  0.16
11 O -1.942 -1.227 1.425  0.12
12 C -0.897 -0.286 1.531  -0.37
13 O -0.408 0.056 2.538  0.19
14 H 2.531 -2.846 -0.217  0.00
15 H 3.324 1.019 1.491  0.11
16 H 3.648 1.124 -0.206  0.12
17 H 1.091 1.563 1.337  0.09
18 H 1.703 2.384 -0.063  0.11
19 H 1.049 -0.125 -1.199  0.12
20 H 0.199 1.396 -1.315  0.08
21 C -3.500 2.108 2.380  -0.05
22 C -2.657 2.944 1.520  -0.26
23 N -1.992 3.597 0.848  0.17
24 H -2.917 1.278 2.777  0.07
25 H -3.885 2.701 3.208  0.09
26 H -4.335 1.712 1.805  0.08
27 C -3.749 4.469 -1.951  -0.07
28 C -3.899 3.567 -3.092  -0.28
29 N -3.997 2.807 -3.947  0.13
30 H -3.741 5.505 -2.285  0.08
31 H -4.577 4.325 -1.260  0.08
32 H -2.815 4.250 -1.435  0.04
33 C 2.150 -5.633 -2.897  -0.07
34 C 3.090 -4.569 -2.531  -0.27
35 N 3.827 -3.735 -2.250  0.14
36 H 1.945 -5.592 -3.964  0.08
37 H 2.578 -6.603 -2.652  0.08
38 H 1.218 -5.506 -2.350  0.08
39 C 5.097 -4.111 2.858  -0.08
40 C 5.234 -2.668 2.650  -0.27
41 N 5.339 -1.538 2.489  0.14
42 H 4.269 -4.308 3.538  0.08
43 H 4.902 -4.604 1.907  0.08
44 H 6.013 -4.514 3.285  0.02
45 C -6.849 -1.639 1.146  -0.08
46 C -8.277 -1.642 0.814  -0.28
47 N -9.395 -1.644 0.553  0.12
48 H -6.289 -1.122 0.372  0.06
49 H -6.692 -1.131 2.096  0.08
50 H -6.486 -2.661 1.225  0.08
51 C 0.072 3.374 4.212  -0.06
52 C 0.925 4.114 3.285  -0.29
53 N 1.589 4.673 2.541  0.14
54 H 0.656 2.609 4.721  0.09
55 H -0.350 4.051 4.953  0.08
56 H -0.737 2.895 3.663  0.05
57 C 6.117 -7.289 5.401  -0.06
58 C 6.965 -6.591 4.431  -0.27
59 N 7.629 -6.044 3.672  0.14
60 H 6.702 -8.040 5.928  0.08
61 H 5.717 -6.578 6.121  0.08
62 H 5.292 -7.777 4.885  0.08
63 C -1.738 2.027 -6.743  -0.08
64 C -0.647 1.059 -6.599  -0.28
65 N 0.205 0.298 -6.487  0.12
66 H -1.506 2.932 -6.184  0.06
67 H -1.871 2.280 -7.793  0.08
68 H -2.663 1.603 -6.358  0.07
69 C -0.418 5.848 -4.027  -0.06
70 C -0.028 4.597 -3.371  -0.27
71 N 0.281 3.618 -2.858  0.16
72 H 0.431 6.528 -4.057  0.08
73 H -0.749 5.645 -5.043  0.08
74 H -1.229 6.316 -3.474  0.07

As for the LUMO energy: -0.4 eV. For the maximum force, the calculation gives 3.04 eV Å⁻¹. The SMILES is C#CCCCC1=C(Cl)C(=O)OC1=O.CC#N.CC#N.CC#N.CC#N.CC#N.CC#N.CC#N.CC#N.CC#N. For the HOMO energy, the calculation gives -9.38 eV. The calculation puts the energy at -60620.6962 eV.